[1]
C41H83ClFN5NbO as an isolated structure. Source: OMol25; level of theory: the ωB97M-V functional and the def2-TZVPD basis.

Each line ends with the Mulliken charge.
CARTESIAN COORDINATES (ANGSTROEM)
C: 3.188 -1.368 1.453  -1.172
C: 3.268 0.115 1.999  -0.145
C: 2.987 1.196 0.888  1.423
C: 3.827 1.002 -0.428  -1.000
C: 2.815 1.058 -1.645  1.039
C: 3.629 0.966 -3.011  -1.118
C: 2.708 0.247 -4.071  0.167
C: 1.766 1.351 -4.698  -0.042
C: 0.908 0.678 -5.839  -1.094
C: -0.621 0.595 -5.469  -0.845
C: -0.923 -0.465 -4.355  -0.392
C: -0.913 0.067 -2.880  3.115
C: -1.550 1.484 -2.635  -0.407
Nb: -2.797 1.661 -0.747  -1.198
N: -4.025 1.745 1.035  -0.679
Cl: -1.443 -0.079 0.457  -0.313
C: -4.221 0.010 -1.521  -0.705
C: -4.228 -1.289 -0.636  0.878
C: -5.517 -2.183 -0.855  -0.899
C: -5.237 -3.345 -1.879  -0.129
C: -5.957 -4.703 -1.495  -0.453
C: -4.932 -5.910 -1.482  -1.173
O: -4.019 3.016 -1.750  -0.630
C: -3.941 4.345 -1.253  -0.224
C: -5.249 5.085 -1.771  -0.632
C: -6.456 4.523 -0.913  -0.783
C: -1.413 3.278 0.095  0.112
F: -1.945 3.719 1.369  -0.465
C: 0.018 2.675 0.463  0.715
C: 1.017 3.894 0.695  -1.300
H: 4.188 -1.766 1.175  0.314
H: 2.575 -1.340 0.520  0.052
H: 2.697 -2.003 2.225  0.366
H: 2.434 0.217 2.742  0.258
H: 4.219 0.290 2.557  -0.172
H: 1.890 1.193 0.690  -0.529
H: 3.218 2.211 1.307  -0.563
H: 4.350 0.021 -0.490  0.358
H: 4.590 1.801 -0.594  0.235
H: 2.087 0.218 -1.617  -0.485
H: 2.271 2.028 -1.633  0.115
H: 3.843 1.990 -3.407  0.319
H: 4.588 0.422 -2.833  0.416
H: 3.351 -0.133 -4.899  0.481
H: 2.046 -0.539 -3.649  -0.556
H: 2.364 2.186 -5.134  0.611
H: 1.034 1.737 -3.945  -0.217
H: 0.984 1.305 -6.768  0.382
H: 1.255 -0.340 -6.140  0.343
H: -1.136 0.232 -6.401  0.412
H: -1.019 1.616 -5.286  0.358
H: -1.854 -1.027 -4.600  0.382
H: -0.099 -1.229 -4.418  -0.041
H: 0.108 0.027 -2.420  -1.750
H: -1.528 -0.656 -2.283  -0.549
H: -0.786 2.318 -2.657  0.137
H: -2.242 1.719 -3.491  0.443
H: -4.408 2.682 1.170  0.155
H: -3.431 1.569 1.847  0.201
H: -5.247 0.457 -1.432  0.560
H: -4.024 -0.192 -2.604  0.113
H: -4.195 -1.033 0.450  -0.456
H: -3.318 -1.892 -0.886  0.106
H: -5.866 -2.565 0.140  0.428
H: -6.339 -1.528 -1.231  0.295
H: -5.574 -3.056 -2.901  0.330
H: -4.142 -3.562 -1.890  -0.090
H: -6.702 -4.944 -2.297  0.269
H: -6.450 -4.651 -0.498  0.385
H: -5.375 -6.798 -0.965  0.337
H: -3.992 -5.603 -0.967  0.274
H: -4.660 -6.214 -2.525  0.337
H: -3.982 4.413 -0.138  0.257
H: -3.037 4.901 -1.617  0.185
H: -5.416 4.753 -2.824  0.246
H: -5.145 6.191 -1.729  0.420
H: -7.009 5.345 -0.405  0.275
H: -6.052 3.878 -0.090  0.131
H: -7.115 3.857 -1.513  0.278
H: -1.196 4.137 -0.587  0.278
H: -0.094 2.194 1.461  0.311
H: 0.368 1.984 -0.331  -0.545
H: 1.859 3.490 1.302  0.186
H: 0.518 4.662 1.325  0.467
H: 1.341 4.263 -0.300  0.307
C: -1.673 -3.760 4.521  -1.317
C: -1.808 -2.759 3.379  -0.380
C: -3.260 -2.396 3.068  0.621
C: -4.022 -3.541 2.566  0.271
N: -4.622 -4.443 2.182  -0.492
H: -2.137 -4.717 4.271  0.333
H: -0.619 -3.949 4.734  0.359
H: -2.139 -3.380 5.434  0.327
H: -1.322 -3.161 2.487  0.208
H: -1.273 -1.846 3.649  0.360
H: -3.272 -1.604 2.316  -0.682
H: -3.744 -1.993 3.961  0.393
C: 6.209 3.665 4.498  -1.383
C: 6.378 2.805 3.253  0.702
C: 6.356 3.611 1.954  -0.555
C: 5.054 4.239 1.722  0.288
N: 4.031 4.727 1.536  -0.449
H: 5.236 4.162 4.511  0.326
H: 6.278 3.045 5.393  0.359
H: 6.986 4.432 4.558  0.382
H: 5.595 2.042 3.233  -0.666
H: 7.333 2.277 3.319  0.402
H: 6.579 2.942 1.118  0.259
H: 7.138 4.373 1.967  0.439
C: 1.547 -6.221 -3.144  -1.195
C: 2.057 -4.789 -3.247  -0.532
C: 1.321 -3.821 -2.318  0.224
C: -0.090 -3.670 -2.678  0.196
N: -1.195 -3.550 -2.962  -0.465
H: 0.503 -6.296 -3.456  0.329
H: 2.134 -6.878 -3.789  0.353
H: 1.627 -6.593 -2.120  0.301
H: 1.976 -4.449 -4.282  0.308
H: 3.120 -4.776 -2.989  0.374
H: 1.803 -2.841 -2.369  -0.279
H: 1.403 -4.159 -1.282  0.397
C: 2.899 -1.099 6.912  -1.170
C: 3.073 0.415 6.939  -0.691
C: 3.897 0.946 5.764  0.641
C: 5.284 0.478 5.799  0.244
N: 6.371 0.107 5.823  -0.574
H: 3.858 -1.613 7.006  0.343
H: 2.267 -1.421 7.741  0.366
H: 2.426 -1.422 5.982  0.252
H: 3.536 0.709 7.885  0.331
H: 2.086 0.882 6.909  0.378
H: 3.895 2.039 5.791  0.257
H: 3.433 0.653 4.818  -0.311

The total energy is -70150.0929 eV. As for the charge: -1.

[2]
A 2-piece molecular cluster, C4H12 overall. Source: OMol25; level of theory: the ωB97M-V functional and the def2-TZVPD basis.

Each line ends with the natural charge from an NBO analysis.
CARTESIAN COORDINATES (ANGSTROEM)
C: 0.058 0.274 1.976  -0.621
C: -0.297 1.727 1.979  -0.614
H: -0.782 -0.368 1.528  0.198
H: 0.930 0.023 1.321  0.213
H: 0.093 -0.037 3.014  0.211
H: 0.664 2.370 2.124  0.199
H: -1.007 2.101 2.810  0.210
H: -0.649 2.073 0.997  0.204
C: -0.456 -0.946 -1.542  -0.615
C: 0.738 -1.146 -2.435  -0.608
H: -0.665 -1.727 -0.786  0.209
H: -0.386 -0.012 -0.856  0.194
H: -1.375 -0.728 -2.107  0.206
H: 0.891 -0.316 -3.275  0.205
H: 0.560 -2.075 -2.902  0.204
H: 1.682 -1.213 -1.845  0.205

The value obtained for the energy above the lowest of the compared OMol25 structures with the same formula, charge and spin is 0.745 eV. Its SMILES is CC.CC.

[3]
C31H45BF12I2N3O14P2 as an isolated structure. Source: OMol25; level of theory: the ωB97M-V functional and the def2-TZVPD basis.

Each line ends with the Mulliken charge.
CARTESIAN COORDINATES (ANGSTROEM)
C: 3.104 1.083 3.063  -0.534
C: 3.142 -0.195 2.702  -0.178
C: 3.205 -1.677 2.013  -0.081
C: 1.952 -1.684 0.940  -0.090
C: 2.545 -1.091 -0.420  -1.138
C: 1.436 -0.730 -1.595  0.828
C: 2.319 0.017 -2.676  -0.466
C: 3.086 1.366 -2.262  -0.676
O: 4.540 1.118 -2.311  -0.517
O: 0.407 -0.086 -0.849  0.316
C: -0.801 0.318 -1.525  1.406
C: -0.320 1.870 -1.848  -2.131
O: 0.420 2.388 -0.684  -0.063
C: 0.726 3.789 -0.915  -0.612
C: -1.900 0.602 -0.363  -2.295
I: -2.948 2.565 -0.084  -0.007
C: -2.352 -0.261 0.692  0.307
C: -3.452 0.161 1.836  -1.355
I: -1.633 -2.244 1.005  0.075
C: -1.271 -0.544 -2.829  3.423
C: -2.856 -0.483 -2.724  -0.411
O: -3.331 0.713 -2.965  -0.550
C: -4.111 -1.393 -2.391  -0.139
F: -4.496 -2.004 -3.672  -0.319
F: -4.000 -2.337 -1.319  -0.240
C: -5.502 -0.597 -2.013  0.327
F: -6.139 -0.039 -3.202  -0.309
F: -5.360 0.346 -0.944  -0.099
C: -6.646 -1.631 -1.428  0.897
F: -6.702 -2.888 -2.091  -0.246
F: -7.913 -0.960 -1.748  -0.304
C: -6.639 -1.720 0.197  0.271
O: -6.053 -2.718 0.763  -0.518
O: -7.203 -0.741 1.071  -0.463
P: -1.052 0.346 -4.558  -0.182
N: -2.471 -0.100 -5.607  -0.621
O: -1.249 2.018 -4.633  -0.522
N: -0.518 -1.845 -3.054  0.605
P: -0.005 -2.214 -4.787  -0.346
N: 1.393 -1.602 -5.245  -0.676
B: -1.356 -3.140 -2.919  1.297
O: -1.416 -4.072 -1.837  -0.720
O: -2.187 -3.654 -4.036  -0.716
C: 0.681 -2.093 -2.158  0.560
C: 1.730 -3.235 -2.482  -0.816
C: 1.951 -4.345 -1.278  -0.430
O: 3.301 -4.239 -0.692  -0.565
H: 2.869 2.218 3.029  0.271
H: 3.091 -2.467 2.835  0.273
H: 4.205 -1.706 1.449  0.392
H: 1.561 -2.756 0.925  -0.294
H: 1.165 -0.983 1.441  0.127
H: 3.448 -1.679 -0.858  0.402
H: 3.047 -0.101 -0.041  0.650
H: 3.112 -0.678 -3.176  0.515
H: 1.623 0.338 -3.561  -0.198
H: 2.774 2.277 -2.924  0.398
H: 2.880 1.717 -1.166  0.078
H: 4.922 1.899 -2.801  0.383
H: -1.152 2.562 -2.213  0.860
H: 0.446 1.926 -2.721  0.502
H: 1.183 4.013 -1.947  0.331
H: -0.187 4.473 -0.696  0.237
H: 1.530 4.084 -0.121  0.064
H: -3.032 1.032 2.490  0.368
H: -4.473 0.453 1.369  0.218
H: -3.675 -0.693 2.572  0.436
H: -6.545 -0.621 1.817  0.397
H: -3.204 0.622 -5.535  0.292
H: -2.072 -0.146 -6.564  0.285
H: -1.430 2.244 -5.577  0.363
H: 0.249 -3.658 -4.925  0.223
H: -1.049 -2.123 -5.756  0.262
H: 2.114 -2.324 -5.419  0.296
H: -1.513 -5.010 -2.158  0.257
H: -1.796 -4.492 -4.384  0.366
H: 0.288 -2.455 -1.114  -0.519
H: 2.786 -2.746 -2.599  0.264
H: 1.639 -3.920 -3.379  0.579
H: 1.110 -4.326 -0.495  0.322
H: 1.930 -5.436 -1.706  0.300
H: 3.299 -4.672 0.196  0.349
C: 0.711 9.359 1.504  -1.099
C: 0.597 8.047 2.256  -0.217
O: 1.547 7.090 1.759  -0.227
C: 2.820 7.233 2.199  0.297
O: 3.181 8.100 2.961  -0.507
C: 3.711 6.132 1.633  0.878
F: 3.531 5.949 0.302  -0.240
F: 3.468 4.933 2.217  -0.225
F: 5.026 6.378 1.805  -0.251
H: 0.610 9.194 0.427  0.290
H: -0.060 10.060 1.830  0.378
H: 1.688 9.823 1.663  0.316
H: -0.396 7.619 2.095  0.307
H: 0.717 8.186 3.335  0.311
C: 1.076 -3.417 9.181  -1.105
C: 2.142 -3.788 8.168  -0.192
O: 1.559 -4.010 6.873  -0.304
C: 1.263 -2.899 6.158  0.137
O: 1.456 -1.770 6.545  -0.504
C: 0.694 -3.276 4.793  1.089
F: -0.257 -4.235 4.871  -0.276
F: 1.650 -3.760 3.962  -0.283
F: 0.125 -2.230 4.153  -0.213
H: 0.288 -4.175 9.205  0.301
H: 1.508 -3.322 10.180  0.371
H: 0.596 -2.469 8.923  0.313
H: 2.617 -4.726 8.465  0.315
H: 2.930 -3.031 8.113  0.317

The total energy is -134056.1713 eV. As for the charge: +1.

[4]
A 2-piece molecular cluster, C2 overall. Source: OMol25; level of theory: the ωB97M-V functional and the def2-TZVPD basis.

Each line ends with the natural charge from an NBO analysis.
CARTESIAN COORDINATES (ANGSTROEM)
C: 0.585 0.812 0.883  0.500
C: -0.585 -0.812 -0.883  0.500

As for the spin multiplicity: 2. The value obtained for the energy above the lowest of the compared OMol25 structures with the same formula, charge and spin is 3.743 eV. As for the charge: +1.